# 1
DFT (ωB97M-V/def2-TZVPD) results for the molecule C18H26N4OS.

Computed properties:
Kohn-Sham gap ... 8.9 eV
Net charge ... 0
Max |F| ... 1.1 eV/Å
Structure (SMILES) ... CCCn1c(SCC(=O)Nc2c(C)cccc2C)nnc1C(C)C
ΔE to the lowest compared entry with this formula, charge and spin ... 19.7 kcal/mol

XYZ file:
```
50
Properties=species:S:1:pos:R:3:forces:R:3:nbo_charge:R:1
C 3.37330 -4.45915 -2.50323 -0.140 0.179 -0.076 -0.606
C 2.35434 -3.33158 -2.58463 0.024 -0.159 0.226 -0.402
H 2.84643 -2.41123 -2.90582 -0.077 0.037 -0.060 0.210
C 1.69554 -3.08735 -1.22481 0.327 -0.321 -0.335 -0.214
N 0.74361 -2.01251 -1.28757 -0.400 0.738 0.140 -0.369
C 1.03022 -0.68232 -1.19692 -0.034 0.009 -0.065 0.173
N -0.05149 0.03630 -1.32418 0.827 0.398 -0.005 -0.358
N -1.07591 -0.81909 -1.50239 -0.887 -0.637 -0.225 -0.313
C -0.61241 -2.03526 -1.49082 0.169 -0.076 -0.118 0.357
C -1.43227 -3.27179 -1.62049 -0.193 -0.050 0.105 -0.262
C -2.63216 -3.00493 -2.52633 0.191 -0.090 0.020 -0.592
H -3.25577 -3.89299 -2.59465 -0.071 -0.079 -0.003 0.205
H -2.30265 -2.72920 -3.52494 -0.036 0.049 -0.104 0.214
H -3.21807 -2.18455 -2.12292 -0.091 0.068 0.003 0.227
C -1.89173 -3.71672 -0.22751 0.114 -0.106 -0.172 -0.593
H -2.47592 -4.63102 -0.30078 -0.064 -0.101 0.043 0.209
H -1.04154 -3.89915 0.42707 0.041 -0.025 0.115 0.206
H -2.50826 -2.94131 0.22014 -0.054 0.078 0.057 0.220
H -0.81362 -4.06096 -2.06333 -0.023 0.048 0.019 0.204
S 2.62573 -0.06104 -0.92557 0.408 0.180 0.020 0.285
C 2.12383 1.62282 -0.47087 -0.053 -0.528 -0.070 -0.606
H 3.04719 2.13560 -0.19974 -0.063 0.014 -0.008 0.255
H 1.66785 2.09070 -1.34128 0.032 0.086 0.093 0.235
C 1.19420 1.57403 0.74319 0.224 0.063 -0.262 0.685
O 1.48458 0.94760 1.73666 -0.005 -0.082 0.081 -0.612
N 0.08362 2.33204 0.58728 -0.357 0.527 -0.026 -0.635
C -0.91936 2.52011 1.56675 -0.212 -0.014 0.341 0.193
C -0.58573 2.97220 2.84607 0.031 0.006 -0.028 -0.026
C -1.60472 3.13249 3.77755 -0.042 -0.044 -0.040 -0.207
C -2.92145 2.88357 3.44596 -0.039 0.012 0.045 -0.210
C -3.24207 2.49021 2.15902 0.040 0.030 0.032 -0.212
C -2.25501 2.30680 1.20345 0.045 -0.017 0.046 -0.029
C -2.61993 1.90545 -0.19360 0.061 -0.076 0.054 -0.654
H -2.06715 1.02689 -0.51810 -0.059 0.021 -0.056 0.258
H -3.68249 1.68562 -0.25490 -0.068 0.017 -0.046 0.218
H -2.40608 2.71616 -0.89278 -0.012 0.041 -0.146 0.205
H -4.27436 2.31820 1.89045 -0.089 -0.026 -0.058 0.205
H -3.70034 3.01239 4.18284 -0.066 0.015 0.065 0.210
H -1.35493 3.46965 4.77302 0.049 0.043 0.091 0.206
C 0.82088 3.31668 3.22108 0.054 -0.120 0.104 -0.639
H 1.39721 2.40872 3.39778 0.051 0.079 0.016 0.252
H 1.31054 3.86546 2.41697 0.083 0.050 -0.022 0.211
H 0.83516 3.92207 4.12407 -0.005 0.095 0.016 0.211
H -0.21400 2.50872 -0.36201 0.212 -0.141 0.039 0.416
H 1.18385 -3.98973 -0.88148 0.070 0.084 0.055 0.212
H 2.45974 -2.81436 -0.49003 -0.120 -0.116 0.036 0.223
H 1.58391 -3.57709 -3.31982 -0.024 0.096 -0.001 0.203
H 2.89763 -5.38548 -2.18820 0.007 -0.134 0.032 0.203
H 3.83375 -4.62222 -3.47386 0.088 -0.078 -0.042 0.219
H 4.15470 -4.21254 -1.78864 0.134 -0.041 0.076 0.207
```
Positions in Å, forces in eV/Å.

***

# 2
DFT (ωB97M-V/def2-TZVPD) results for a cluster of 2 separate species, CH2N2O2 in total.

Computed properties:
Kohn-Sham gap (alpha / beta) ... 9.2 / 9.2 eV
Net charge ... 0
Max |F| ... 2.2 eV/Å
Structure (SMILES) ... N=C=O.N=O
ΔE to the lowest compared entry with this formula, charge and spin ... 95.1 kcal/mol

XYZ file:
```
7
Properties=species:S:1:pos:R:3:forces:R:3:nbo_charge:R:1
C 0.24448 -0.80151 -0.86633 1.422 -1.315 0.001 0.865
N -0.74858 1.63812 0.32133 1.060 0.331 -1.129 -0.016
N 0.41577 -1.28470 0.20039 -2.090 -0.215 0.295 -0.774
O 0.09326 -0.38806 -1.92355 -0.873 1.063 -1.779 -0.502
O 0.31452 1.12828 0.57032 -0.974 1.217 0.736 -0.250
H 1.14937 -1.66891 0.68780 1.633 -0.709 0.947 0.423
H -1.46882 1.37678 1.01004 -0.177 -0.371 0.929 0.253
```
Positions in Å, forces in eV/Å.

***

> What is the ΔE to the lowest compared entry with this formula, charge and spin in the first record?

19.7 kcal/mol

***

Copy entry 2 word for word.
DFT (ωB97M-V/def2-TZVPD) results for a cluster of 2 separate species, CH2N2O2 in total.

Computed properties:
Kohn-Sham gap (alpha / beta) ... 9.2 / 9.2 eV
Net charge ... 0
Max |F| ... 2.2 eV/Å
Structure (SMILES) ... N=C=O.N=O
ΔE to the lowest compared entry with this formula, charge and spin ... 95.1 kcal/mol

XYZ file:
```
7
Properties=species:S:1:pos:R:3:forces:R:3:nbo_charge:R:1
C 0.24448 -0.80151 -0.86633 1.422 -1.315 0.001 0.865
N -0.74858 1.63812 0.32133 1.060 0.331 -1.129 -0.016
N 0.41577 -1.28470 0.20039 -2.090 -0.215 0.295 -0.774
O 0.09326 -0.38806 -1.92355 -0.873 1.063 -1.779 -0.502
O 0.31452 1.12828 0.57032 -0.974 1.217 0.736 -0.250
H 1.14937 -1.66891 0.68780 1.633 -0.709 0.947 0.423
H -1.46882 1.37678 1.01004 -0.177 -0.371 0.929 0.253
```
Positions in Å, forces in eV/Å.

***

> Look up the max |F| of the first one.

1.1 eV/Å

***

> The highest max |F| belongs to which entry?

CH2N2O2